No. 1
ORCA calculation (ωB97M-V with the def2-TZVPD basis set) on a 6-piece molecular cluster, C26H34BrN5O3 overall in a non-equilibrium geometry.

Summary:
**SMILES**: C[C@@H](Br)C[C@H]1COC(=O)O1.c1cc[nH]c1.c1cc[nH]c1.c1cc[nH]c1.c1cc[nH]c1.c1cc[nH]c1
**Frontier orbital gap**: 8.1 eV

Each line ends with the natural charge from an NBO analysis.
CARTESIAN COORDINATES (ANGSTROEM)
C: 2.300 0.932 0.716  -0.646
C: 1.342 0.764 -0.573  -0.217
Br: 2.538 -0.004 -2.009  -0.038
C: 0.147 -0.284 -0.365  -0.477
C: -1.325 0.352 -0.378  0.057
C: -2.197 0.410 0.948  -0.107
O: -2.134 1.836 1.284  -0.492
C: -1.896 2.492 0.033  0.952
O: -1.967 3.694 -0.258  -0.549
O: -1.565 1.610 -1.051  -0.487
H: 1.779 1.387 1.619  0.226
H: 3.108 1.692 0.394  0.219
H: 2.871 -0.034 0.939  0.225
H: 0.988 1.825 -0.846  0.245
H: 0.280 -0.954 0.562  0.235
H: 0.191 -1.011 -1.259  0.246
H: -1.900 -0.402 -1.038  0.196
H: -2.037 -0.351 1.777  0.239
H: -3.291 0.198 0.652  0.177
C: 6.930 4.152 1.528  -0.304
C: 6.923 3.625 0.212  -0.315
C: 5.610 3.535 -0.186  -0.097
N: 4.825 3.983 0.843  -0.508
C: 5.622 4.366 1.890  -0.071
H: 7.795 4.352 2.142  0.227
H: 7.783 3.344 -0.378  0.231
H: 5.169 3.191 -1.109  0.218
H: 3.819 4.026 0.832  0.414
H: 5.190 4.755 2.799  0.214
C: 7.531 5.256 -4.995  -0.312
C: 7.060 3.924 -4.899  -0.295
C: 6.737 3.699 -3.583  -0.088
N: 7.001 4.844 -2.880  -0.515
C: 7.479 5.800 -3.735  -0.075
H: 7.869 5.762 -5.887  0.220
H: 6.967 3.209 -5.703  0.218
H: 6.346 2.823 -3.087  0.204
H: 6.862 4.964 -1.887  0.427
H: 7.743 6.782 -3.373  0.209
C: 2.501 -5.555 -1.501  -0.310
C: 2.190 -5.598 -0.119  -0.295
C: 2.158 -4.301 0.332  -0.089
N: 2.442 -3.478 -0.725  -0.515
C: 2.648 -4.234 -1.847  -0.075
H: 2.606 -6.398 -2.169  0.223
H: 2.010 -6.479 0.478  0.220
H: 1.958 -3.894 1.312  0.205
H: 2.491 -2.473 -0.683  0.415
H: 2.881 -3.768 -2.792  0.212
C: -3.903 -3.711 1.968  -0.287
C: -5.078 -3.524 2.736  -0.299
C: -5.760 -2.465 2.190  -0.084
N: -5.037 -2.002 1.122  -0.515
C: -3.906 -2.760 0.977  -0.094
H: -3.139 -4.459 2.122  0.227
H: -5.391 -4.100 3.594  0.230
H: -6.694 -2.001 2.468  0.208
H: -5.298 -1.226 0.535  0.411
H: -3.201 -2.557 0.184  0.207
C: -11.235 -2.007 2.772  -0.292
C: -11.517 -3.175 2.021  -0.308
C: -10.398 -3.465 1.280  -0.075
N: -9.452 -2.513 1.553  -0.510
C: -9.953 -1.623 2.466  -0.087
H: -11.897 -1.504 3.462  0.221
H: -12.436 -3.741 2.023  0.223
H: -10.193 -4.264 0.584  0.211
H: -8.532 -2.473 1.147  0.410
H: -9.356 -0.795 2.817  0.207

No. 2
ORCA calculation (ωB97M-V with the def2-TZVPD basis set) on C26H34Cl47GaNO2 as an isolated structure in a non-equilibrium geometry.

Summary:
**Total charge**: -1
**Frontier orbital gap**: 7.4 eV

Each line ends with the Mulliken charge.
CARTESIAN COORDINATES (ANGSTROEM)
C: 4.657 2.449 -0.827  -1.230
C: 5.410 1.505 -1.752  0.369
O: 4.566 0.822 -2.655  -0.265
C: 5.100 -0.405 -3.140  -0.492
C: 4.354 -1.675 -2.684  -0.712
C: 3.971 -1.794 -1.193  1.127
C: 2.753 -0.910 -0.796  -0.180
C: 1.636 -1.683 -0.046  -0.706
Ga: -0.205 -0.833 -0.019  0.034
O: -0.259 1.015 0.521  -0.560
C: 0.637 1.737 0.007  0.542
N: 1.288 2.392 -0.711  -0.337
C: -1.109 -1.215 -1.821  -0.037
Cl: -1.327 -2.947 -2.209  -0.256
C: -1.561 -0.337 -2.709  0.695
C: -1.470 1.158 -2.469  -1.002
Cl: -2.309 -0.840 -4.245  -0.298
H: 4.031 1.941 -0.090  0.175
H: 4.045 3.165 -1.383  0.213
H: 5.382 3.047 -0.254  0.433
H: 6.030 0.844 -1.142  -0.170
H: 6.093 2.132 -2.359  0.342
H: 6.180 -0.421 -2.940  0.260
H: 4.994 -0.364 -4.236  0.301
H: 3.473 -1.860 -3.311  0.338
H: 5.038 -2.517 -2.892  0.387
H: 3.714 -2.848 -1.015  0.556
H: 4.816 -1.544 -0.529  -1.364
H: 3.128 -0.119 -0.135  -0.246
H: 2.303 -0.431 -1.673  0.257
H: 1.949 -1.972 0.970  0.112
H: 1.508 -2.639 -0.585  0.416
H: -1.052 -1.627 1.095  -0.354
H: -0.456 1.491 -2.719  0.079
H: -2.130 1.644 -3.198  0.455
H: -1.764 1.460 -1.463  0.263
C: -4.295 0.020 1.456  -0.066
Cl: -3.571 -0.811 0.089  0.000
Cl: -4.077 1.764 1.306  -0.030
Cl: -6.013 -0.388 1.592  -0.175
H: -3.796 -0.308 2.361  0.280
C: -6.291 4.785 0.144  -0.195
Cl: -6.934 4.517 1.770  -0.020
Cl: -4.600 5.286 0.223  -0.063
Cl: -6.464 3.330 -0.832  -0.077
H: -6.860 5.579 -0.321  0.370
C: -0.063 -0.886 -6.682  0.485
Cl: -0.710 -0.974 -8.326  -0.165
Cl: 1.369 -1.904 -6.522  -0.131
Cl: 0.307 0.782 -6.246  -0.049
H: -0.818 -1.251 -5.997  -0.151
C: -5.735 5.810 5.279  0.094
Cl: -5.776 7.563 5.086  -0.125
Cl: -5.033 5.368 6.836  -0.127
Cl: -7.357 5.128 5.112  -0.095
H: -5.113 5.396 4.495  0.214
C: 8.497 -1.589 -0.581  -0.061
Cl: 8.615 -2.687 -1.959  -0.142
Cl: 9.219 -0.024 -0.964  -0.108
Cl: 6.818 -1.394 -0.084  0.055
H: 9.048 -2.023 0.247  0.164
C: -4.932 -4.247 0.415  0.546
Cl: -5.916 -4.848 -0.927  -0.034
Cl: -5.505 -4.914 1.952  -0.171
Cl: -3.235 -4.641 0.161  -0.063
H: -5.030 -3.168 0.452  -0.280
C: -4.530 -8.243 -1.533  0.576
Cl: -5.480 -8.903 -2.869  -0.129
Cl: -5.096 -8.883 0.012  -0.131
Cl: -2.814 -8.586 -1.759  -0.135
H: -4.662 -7.168 -1.522  -0.183
C: -6.940 -1.743 5.633  -0.047
Cl: -6.199 -2.580 4.270  -0.013
Cl: -6.746 0.006 5.474  -0.081
Cl: -8.649 -2.167 5.774  -0.137
H: -6.438 -2.058 6.539  0.296
C: 6.403 -2.498 3.611  0.494
Cl: 5.004 -2.483 2.537  -0.063
Cl: 6.144 -3.611 4.957  -0.115
Cl: 7.875 -2.931 2.729  -0.136
H: 6.534 -1.500 4.016  -0.183
C: 0.616 4.478 -5.845  0.033
Cl: 0.743 3.954 -4.168  0.028
Cl: -1.068 4.792 -6.276  -0.144
Cl: 1.606 5.914 -6.129  -0.146
H: 0.985 3.681 -6.479  0.224
C: 11.418 1.104 2.632  -0.029
Cl: 10.512 -0.264 1.985  -0.007
Cl: 10.591 2.620 2.273  -0.122
Cl: 11.666 0.925 4.372  -0.123
H: 12.388 1.124 2.152  0.299
C: -7.413 -5.249 -4.380  0.035
Cl: -8.373 -5.860 -5.733  -0.139
Cl: -7.997 -5.925 -2.855  -0.131
Cl: -5.703 -5.610 -4.611  -0.087
H: -7.526 -4.173 -4.343  0.318
C: 0.218 5.781 -0.911  0.718
Cl: 0.355 5.215 0.740  -0.129
Cl: -1.472 6.100 -1.332  -0.138
Cl: 1.207 7.222 -1.183  -0.166
H: 0.585 4.988 -1.551  -0.337
C: 7.474 -0.672 7.645  0.026
Cl: 6.786 -0.484 6.030  -0.099
Cl: 8.816 -1.817 7.618  -0.119
Cl: 7.998 0.888 8.285  -0.124
H: 6.704 -1.065 8.296  0.299
C: -10.828 3.736 4.219  0.603
Cl: -10.969 2.113 3.543  -0.120
Cl: -11.338 4.951 3.045  -0.128
Cl: -11.763 3.877 5.711  -0.130
H: -9.788 3.913 4.456  -0.204

No. 3
ORCA calculation (ωB97M-V with the def2-TZVPD basis set) on C26H34Cl6N3O4W as an isolated structure in a non-equilibrium geometry.

Summary:
**Total charge**: +3
**Frontier orbital gap (spin up / spin down)**: 4.1 / 4.1 eV

Each line ends with the Mulliken charge.
CARTESIAN COORDINATES (ANGSTROEM)
O: -2.300 1.159 -1.178  -0.261
C: -1.627 1.546 -2.111  -0.638
C: -1.250 0.804 -3.326  0.237
C: -1.515 -0.573 -3.443  0.210
H: -1.536 -1.166 -2.534  1.187
C: -1.885 -1.058 -4.691  -1.324
H: -2.311 -2.057 -4.790  0.515
C: -1.779 -0.209 -5.805  -0.446
H: -2.134 -0.568 -6.777  0.434
C: -1.293 1.102 -5.693  -0.843
H: -1.234 1.773 -6.538  0.482
C: -0.951 1.598 -4.439  -0.237
H: -0.568 2.614 -4.291  0.523
H: -0.847 2.345 -1.948  0.191
C: 1.305 2.856 -0.866  -2.045
C: 1.376 1.435 -1.331  1.350
H: 1.338 3.588 -1.706  0.435
H: 2.251 2.907 -0.279  0.701
H: 0.462 3.187 -0.234  0.466
C: 1.831 1.194 -2.624  -0.451
C: 3.212 1.481 -2.786  -1.498
H: 1.287 0.939 -3.514  0.619
H: 3.411 1.766 -3.817  0.458
H: 3.907 0.664 -2.559  0.377
H: 3.522 2.332 -2.161  0.408
W: 1.696 -0.034 0.126  2.140
Cl: 3.938 0.328 0.094  -0.267
C: 2.707 -1.313 2.537  -0.346
O: 1.723 -0.553 2.337  -0.266
N: 2.882 -1.939 3.696  0.374
C: 2.207 -1.483 4.896  -0.794
C: 3.900 -2.965 3.789  -0.920
H: 3.481 -1.515 1.784  0.417
H: 1.337 -0.885 4.635  0.262
H: 2.897 -0.875 5.489  0.360
H: 1.916 -2.373 5.453  0.306
H: 4.047 -3.395 2.792  0.362
H: 3.564 -3.738 4.486  0.323
H: 4.863 -2.552 4.122  0.347
H: -5.134 -0.789 -0.485  0.378
H: -4.274 -2.651 0.823  0.440
C: -4.093 -0.566 -0.732  -0.995
C: -3.242 -2.281 0.823  -0.964
N: -3.196 -0.925 0.338  0.350
H: -3.968 0.500 -0.903  0.382
C: -2.544 0.050 1.055  -0.517
O: -1.510 -0.114 1.710  -0.483
H: -2.828 -2.347 1.830  0.302
H: -2.990 1.054 0.971  0.847
H: -3.838 -1.098 -1.654  0.343
H: -2.675 -2.948 0.163  0.215
H: 0.716 3.900 4.246  0.334
H: -1.986 4.378 3.668  0.356
C: 0.780 4.153 3.183  -0.934
C: -1.621 4.432 2.633  -0.851
N: -0.396 3.679 2.487  0.226
H: 1.674 3.690 2.765  0.262
C: -0.304 2.531 1.787  0.066
O: 0.798 1.956 1.667  -1.073
H: -2.375 4.019 1.955  0.271
H: -1.229 2.172 1.297  0.199
H: 0.836 5.237 3.087  0.351
H: -1.434 5.485 2.389  0.342
Cl: -0.347 -2.581 2.907  -0.064
C: -0.047 -2.965 1.239  0.401
C: 0.418 -2.018 0.305  -1.006
C: 0.489 -2.442 -1.000  1.043
Cl: 1.282 -1.275 -2.055  -0.351
C: 0.249 -3.736 -1.457  -0.210
Cl: 0.467 -4.066 -3.119  -0.100
C: -0.110 -4.704 -0.510  0.456
Cl: -0.346 -6.313 -1.011  -0.083
C: -0.282 -4.309 0.832  0.001
Cl: -0.772 -5.477 1.973  -0.083